A 3-piece molecular cluster, C21H47FO8Si overall in a non-equilibrium geometry, computed with ωB97M-V/def2-TZVPD.

```
78
Properties=species:S:1:pos:R:3
C -5.9929 3.7244 2.9785
C -4.5751 3.2716 2.5558
C -4.6045 2.6775 1.1637
F -5.4509 1.5818 1.1444
Si -2.8445 2.2533 0.5158
C -2.6653 3.0281 -1.1932
C -1.2761 2.9021 -1.8497
C -0.5790 1.5451 -1.6967
C -1.3878 0.3791 -2.2323
O -1.3569 0.4297 -3.6632
C -1.4187 -0.8093 -4.2342
C -2.6430 -1.0591 -5.0689
O -0.5810 -1.5823 -4.1100
H -5.9614 4.6520 3.5400
H -6.4729 2.9700 3.5917
H -6.6209 3.8928 2.1104
H -4.2642 2.5223 3.2801
H -3.9041 4.1193 2.6109
H -5.0001 3.4474 0.4986
H -1.8309 2.7087 1.4857
H -2.8155 0.7841 0.3201
H -3.4741 2.6775 -1.8283
H -2.8479 4.0972 -1.0598
H -0.5833 3.6826 -1.5485
H -1.4247 3.0365 -2.9194
H 0.3021 1.5794 -2.3346
H -0.1983 1.3508 -0.6968
H -0.9071 -0.5219 -1.8568
H -2.4002 0.3630 -1.8336
H -2.5571 -0.4350 -5.9548
H -2.6833 -2.1097 -5.3076
H -3.5106 -0.7138 -4.5152
C -3.6842 -3.7862 1.9776
O -2.3140 -4.0474 1.7653
C -1.8623 -3.6051 0.4947
C -0.4015 -3.2092 0.5423
O -0.1616 -1.9498 1.1616
C -0.2926 -1.8947 2.5796
C 0.8044 -2.6125 3.3369
O 0.5872 -4.0148 3.3386
C 1.7881 -4.7518 3.4188
H -4.3078 -4.3830 1.3027
H -3.9194 -4.0579 3.0057
H -3.9086 -2.7215 1.8438
H -2.4560 -2.7512 0.1481
H -1.9851 -4.4353 -0.2140
H -0.0672 -3.0822 -0.4914
H 0.2153 -3.9934 0.9823
H -1.2818 -2.2274 2.8957
H -0.2182 -0.8313 2.8237
H 0.8008 -2.2729 4.3813
H 1.7741 -2.3733 2.8837
H 2.4556 -4.4981 2.5872
H 1.5349 -5.8080 3.3512
H 2.2979 -4.5656 4.3707
C 7.1115 -0.0350 -2.4964
O 6.3686 0.7035 -1.5524
C 5.9801 1.9801 -2.0361
C 4.6733 2.4234 -1.4123
O 3.5257 1.7774 -1.9470
C 3.3004 0.4198 -1.5792
C 2.8713 0.2407 -0.1370
O 3.9890 0.3370 0.7368
C 3.6385 0.8266 2.0114
H 8.0842 0.4332 -2.6853
H 7.2744 -1.0307 -2.0865
H 6.5612 -0.1376 -3.4387
H 5.8728 1.9661 -3.1263
H 6.7679 2.6964 -1.7649
H 4.5402 3.4805 -1.6581
H 4.7026 2.3491 -0.3246
H 4.1611 -0.2044 -1.8218
H 2.4766 0.0893 -2.2171
H 2.4351 -0.7580 -0.0055
H 2.1190 0.9975 0.1134
H 3.1636 1.8119 1.9322
H 4.5532 0.9278 2.5927
H 2.9622 0.1325 2.5246
```

Calculated values
Molecular weight = 474.68 g/mol
Energy relative to the best compared isomer or geometry (same formula, charge and spin) = 0.000 eV
LUMO level = 0.684 eV
SMILES string = CC[C@H](F)[SiH2]CCCCOC(C)=O.COCCOCCOC.COCCOCCOC